Density functional theory data (ωB97M-V with the def2-TZVPD basis set) for a cluster of 3 separate species, C4H11NO2 in total.

Calculated values
**2S+1**: 2
**Orbital gap (spin up / spin down)**: 10.348 / 6.473 eV
**Total charge**: +1
**E_HOMO (spin up / spin down)**: -14.590 / -14.516 eV
**<S²>**: 0.76
**Energy above the lowest of the compared OMol25 structures with the same formula, charge and spin**: 57.5 kcal per mole

Geometry (Å):
N (-1.1144, 1.3851, -0.9084)
C (-0.9438, 0.4446, 0.0958)
C (-0.9487, 0.8085, 1.4210)
C (-1.8987, -1.8642, -0.4563)
C (-0.7881, -0.9633, -0.3820)
H (-1.4426, 2.2965, -0.5967)
H (-1.7259, 1.0481, -1.6074)
H (-0.8734, 0.1105, 2.3744)
H (-1.3712, 1.9369, 1.7053)
H (-1.7940, -2.9476, -0.2083)
H (-2.8623, -1.3346, -0.6523)
H (0.1949, -1.3474, -0.1717)
H (2.4076, 2.1357, -0.0444)
H (1.2368, 1.1518, -0.2007)
O (2.0349, 1.5162, -0.6745)
H (2.8886, -0.7427, 0.7883)
H (2.4408, -1.9443, 1.4729)
O (2.4874, -1.5927, 0.6032)

Here are the Mulliken charges for atoms 1 to 4, given in e: -0.23, 0.33, -0.46, -0.55

Density functional theory data (ωB97M-V with the def2-TZVPD basis set) for a structure of composition C5H10ClNO.

Calculated values
**Orbital gap**: 9.595 eV
**E_HOMO**: -9.238 eV
**Energy above the lowest of the compared OMol25 structures with the same formula, charge and spin**: 173.4 kcal per mole

Geometry (Å):
C (2.7290, 0.5639, -0.0865)
C (0.5328, 0.4221, 0.4789)
C (-0.0781, -1.0084, 0.0118)
C (-1.3293, -0.3295, -0.4213)
C (-0.9949, 0.8710, 0.4734)
H (2.9676, -0.7400, 0.6927)
H (3.3842, 1.8748, 0.4909)
H (3.1063, 0.4009, -1.4092)
H (1.0568, 0.3747, 1.4947)
H (0.4711, -1.6021, -0.7971)
H (-0.3722, -1.7555, 0.6988)
H (-1.2331, -0.1711, -1.6542)
H (-3.4775, -0.4262, -0.2848)
H (-2.7595, -1.7977, -0.3987)
H (-1.4510, 0.9676, 1.5150)
N (-2.5658, -0.9248, -0.0727)
O (1.4114, 0.8003, -0.5707)
Cl (-1.3979, 2.4800, -0.1611)

Here are the Mulliken charges for atoms 1 to 4, given in e: -0.64, -0.01, -1.01, 0.51

Density functional theory data (ωB97M-V with the def2-TZVPD basis set) for a cluster of 2 separate species, C3H5NO2S in total.

Calculated values
**Orbital gap (spin up / spin down)**: 8.027 / 7.558 eV
**E_HOMO (spin up / spin down)**: -7.568 / -7.074 eV
**Energy above the lowest of the compared OMol25 structures with the same formula, charge and spin**: 104.0 kcal per mole

Geometry (Å):
C (1.0952, 1.3852, -1.1076)
C (-1.3241, -0.2151, 1.4512)
C (0.6351, -1.0425, 0.4382)
N (-0.0844, 1.1626, -0.8878)
O (2.2445, 1.3474, -1.1374)
O (0.0144, -0.3961, 1.3577)
S (-0.3137, -1.7760, -0.8414)
H (-1.6958, 0.5096, 2.1451)
H (-2.0847, -0.7950, 0.9820)
H (1.7021, -0.8903, 0.4058)
H (-0.7350, 1.8727, -0.9650)
H (0.5463, -1.1627, -1.8408)

Here are the Mulliken charges for atoms 1 to 4, given in e: 0.64, -0.56, -0.29, -0.42